# C7H10

One molecule with the formula C7H10 (the ωB97M-V functional and the def2-TZVPD basis, OMol25).

Structure (XYZ):
```
17
Properties=species:S:1:pos:R:3:forces:R:3:lowdin_charge:R:1
C 1.30507 -0.29629 1.06904 0.2 0.3 0.6 -0.071
C -0.12003 1.10409 -0.60598 -0.5 -0.2 -2.2 -0.184
C 1.22672 0.57643 -0.12635 -0.2 0.0 0.1 -0.213
C -0.15459 -1.16952 -0.85301 0.9 -1.9 -0.9 0.031
C -1.37031 -0.85783 -0.08995 -0.3 0.1 -0.1 -0.240
C 1.15641 -0.92610 -0.30063 0.0 -0.7 0.4 -0.281
C -1.35711 0.65263 0.18069 0.2 0.4 0.0 -0.171
H -0.26985 0.52821 -1.63202 0.2 1.6 1.3 0.135
H -1.43117 -1.47055 0.79272 0.3 -0.3 0.8 0.115
H -2.25338 1.11553 -0.24721 0.2 -0.1 0.1 0.113
H 1.99101 -1.50676 -0.68836 -0.1 0.3 0.0 0.122
H 2.11814 1.11595 -0.43317 -0.1 -0.2 -0.1 0.141
H -0.09536 2.13974 -0.90177 0.0 0.6 0.4 0.105
H -2.19913 -1.19185 -0.69773 -0.6 0.3 -0.1 0.090
H 0.48446 -0.33216 1.77978 0.1 -0.1 -0.2 0.098
H -1.31782 0.93375 1.23966 0.0 -0.1 -0.1 0.108
H 2.28695 -0.41527 1.51428 -0.1 0.1 0.0 0.103
```
Positions in Å, forces in eV/Å.

Its energy above the lowest of the compared OMol25 structures with the same formula, charge and spin is 116.05 kcal per mole. The electronic energy is -272.5331 hartree. As for the LUMO energy (alpha / beta): 0.34 / 0.34 eV.

# C7H10

One molecule with the formula C7H10 (the ωB97M-V functional and the def2-TZVPD basis, OMol25).

Structure (XYZ):
```
17
Properties=species:S:1:pos:R:3:forces:R:3:lowdin_charge:R:1
C 1.26258 0.46765 0.42615 0.2 0.3 0.2 -0.189
C 1.17592 -0.87518 -0.26700 0.1 -0.1 -0.1 -0.177
C -0.02599 -0.37008 -1.10538 0.0 0.2 -0.1 -0.175
C 0.95201 -0.76376 1.21404 -0.1 0.0 0.2 -0.088
C -1.42705 -0.54524 -0.42793 0.0 0.1 0.2 -0.103
C 0.09636 1.04031 -0.40936 0.2 0.4 0.0 -0.251
C -1.30387 0.95435 0.13355 0.0 0.3 0.2 -0.145
H -2.02713 1.57233 -0.40718 0.3 0.0 -0.3 0.096
H -2.23377 -0.67646 -1.16885 0.2 0.4 0.4 0.100
H 1.98683 -1.48935 -0.65531 -0.2 0.2 0.0 0.128
H 2.15304 1.05910 0.60963 -0.1 -0.1 0.1 0.127
H -1.17144 1.52432 1.08248 -1.2 -1.7 0.6 0.121
H 1.77722 -1.12606 1.82416 -0.1 0.0 -0.1 0.105
H -0.02408 -0.91036 1.66748 0.1 0.0 -0.1 0.093
H 0.05724 -0.57162 -2.17905 -0.1 0.2 0.3 0.130
H -1.50104 -1.39863 0.25388 0.1 0.3 0.0 0.093
H 0.25319 2.10866 -0.59131 0.7 -0.4 -1.5 0.135
```
Positions in Å, forces in eV/Å.

Its energy above the lowest of the compared OMol25 structures with the same formula, charge and spin is 83.92 kcal per mole. The electronic energy is -272.5843 hartree. The structure (SMILES) is C1C[C@H]2[C@@H]1[C@H]1C[C@@H]21. As for the LUMO energy: 1.22 eV.

# C7H10

One molecule with the formula C7H10 (the ωB97M-V functional and the def2-TZVPD basis, OMol25).

Structure (XYZ):
```
17
Properties=species:S:1:pos:R:3:forces:R:3:lowdin_charge:R:1
C -1.36805 0.28267 -0.69821 -0.4 0.1 -0.1 -0.202
C -0.28155 1.27200 -0.29435 -0.1 0.0 0.2 -0.087
C 0.71254 -0.40275 1.54733 0.0 0.2 0.7 -0.133
C 0.56987 0.07052 0.12022 -0.6 -0.3 0.7 -0.345
C -0.95803 -0.72382 -1.74413 0.0 0.1 -0.4 -0.084
C -0.50476 -0.92320 -0.36422 0.1 -0.3 -0.3 -0.199
C 1.86811 0.22761 0.88382 0.3 -0.1 0.0 -0.073
H -0.19084 -0.51161 -2.47684 -0.2 0.2 -0.3 0.108
H 0.08336 0.04843 2.29591 0.3 0.3 0.5 0.111
H 2.80184 -0.30250 0.74834 0.0 -0.1 -0.1 0.093
H -1.75587 -1.39790 -2.04045 0.1 0.2 -0.2 0.105
H -0.52926 1.91386 0.55772 -0.2 -0.1 -0.1 0.114
H -0.87741 -1.73459 0.26206 0.4 0.1 -0.4 0.133
H 0.77382 -1.49473 1.57036 -0.3 0.4 0.2 0.108
H 0.06969 1.92673 -1.10932 0.2 -0.4 0.3 0.115
H 1.96356 1.25957 1.22499 0.3 -0.1 -0.6 0.108
H -2.40891 0.42620 -0.43559 0.0 -0.2 -0.1 0.129
```
Positions in Å, forces in eV/Å.

Its energy above the lowest of the compared OMol25 structures with the same formula, charge and spin is 87.36 kcal per mole. The electronic energy is -272.5788 hartree. The structure (SMILES) is C1[C@@H]2CC3(CC3)[C@H]12. As for the LUMO energy: 1.20 eV.

# C7H10

A 2-piece molecular cluster, C7H10 overall (the ωB97M-V functional and the def2-TZVPD basis, OMol25).

Structure (XYZ):
```
17
Properties=species:S:1:pos:R:3:forces:R:3:lowdin_charge:R:1
C -0.20887 0.84524 1.71767 0.1 0.0 0.2 -0.081
C -0.48073 1.48747 0.38162 0.0 0.2 -0.2 -0.108
C -1.24884 0.41784 -0.22977 -0.3 0.1 0.1 -0.300
C 2.50891 -1.49863 -0.38079 -0.1 0.0 -0.1 -0.079
C 1.51996 -0.97376 -1.09325 0.1 -0.1 0.1 -0.093
C -1.56737 0.71372 1.14498 -0.3 -0.1 0.1 -0.123
C -1.79227 -0.21769 -1.25277 -0.1 0.1 -0.1 0.022
H 3.33797 -0.89131 -0.02661 -0.1 -0.1 0.0 0.045
H -2.52822 -0.97811 -1.00849 -0.1 0.2 -0.3 0.060
H 2.52710 -2.55780 -0.13654 0.0 0.1 0.0 0.044
H -0.11913 1.52673 2.56311 0.1 -0.1 -0.1 0.106
H -2.52196 1.09517 1.47598 0.1 0.0 0.2 0.134
H -0.44647 2.54608 0.15950 -0.1 -0.2 0.0 0.126
H 0.42399 -0.04068 1.75698 0.0 0.2 0.0 0.093
H 0.68589 -1.57410 -1.44411 0.2 0.1 0.0 0.044
H -1.58253 0.01416 -2.29044 0.2 -0.2 0.1 0.056
H 1.49257 0.08567 -1.33707 0.0 -0.2 0.0 0.053
```
Positions in Å, forces in eV/Å.

Its energy above the lowest of the compared OMol25 structures with the same formula, charge and spin is 95.43 kcal per mole. The electronic energy is -272.5659 hartree. The structure (SMILES) is C=C1[C@H]2C[C@@H]12.C=C. As for the LUMO energy: 1.12 eV.

# C7H10

One molecule with the formula C7H10 (the ωB97M-V functional and the def2-TZVPD basis, OMol25).

Structure (XYZ):
```
17
Properties=species:S:1:pos:R:3:forces:R:3:lowdin_charge:R:1
C 0.50159 1.13074 -0.47741 0.2 -0.1 -0.6 -0.119
C 0.94839 -1.46293 -0.74557 0.0 -0.1 -0.2 -0.094
C 0.18587 -0.33010 -0.13521 -0.1 0.0 -0.2 -0.433
C -1.32995 -0.40865 0.12242 0.0 0.0 0.0 -0.124
C -1.71795 1.03326 0.38213 1.6 0.2 0.7 -0.106
C -0.70688 1.83838 0.01902 0.5 0.3 -0.8 -0.116
C 1.13554 -1.13366 0.71138 0.1 0.0 0.2 -0.091
H -0.77253 2.91841 0.16837 0.3 -0.3 0.2 0.108
H -1.87007 -0.74407 -0.77203 0.1 -0.1 0.1 0.112
H 0.39655 -2.36525 -0.99819 0.1 0.1 0.1 0.103
H 1.43353 1.49058 -0.01718 -0.3 0.0 -0.1 0.124
H 2.07470 -0.67310 1.01196 -0.2 -0.1 -0.1 0.100
H -1.72412 1.54383 1.33532 -2.6 -0.3 1.1 0.104
H -1.58876 -1.10725 0.92800 0.1 0.2 -0.1 0.113
H 0.56218 1.31027 -1.54922 0.4 -0.2 -0.4 0.116
H 0.71405 -1.81500 1.44825 0.1 0.1 -0.2 0.101
H 1.75786 -1.22547 -1.43207 -0.1 0.0 0.1 0.102
```
Positions in Å, forces in eV/Å.

Its energy above the lowest of the compared OMol25 structures with the same formula, charge and spin is 67.60 kcal per mole. The electronic energy is -272.6103 hartree. The structure (SMILES) is C1=CCC2(C1)CC2. As for the LUMO energy: 1.10 eV.

# C7H10

C7H10 as an isolated structure (the ωB97M-V functional and the def2-TZVPD basis, OMol25).

Structure (XYZ):
```
17
Properties=species:S:1:pos:R:3:forces:R:3:lowdin_charge:R:1
C -0.62344 -0.68471 -0.99371 0.0 0.9 -0.2 -0.341
C -0.57236 1.38502 0.39838 -0.9 -0.4 1.1 -0.221
C -0.38409 1.08647 1.70064 0.1 0.8 0.0 0.029
C 0.60958 -1.47499 -0.70728 0.5 -2.6 -0.6 -0.159
C 1.33754 -0.27221 -0.23541 1.4 0.6 0.7 -0.147
C 0.17700 0.62591 -0.63115 0.7 0.6 -1.9 -0.253
C -1.59419 -0.26544 -0.05924 -2.4 1.0 0.8 0.109
H 2.28837 -0.08942 -0.72521 0.0 0.2 -0.3 0.113
H -0.91873 1.67739 2.42206 -0.3 -0.1 0.3 0.067
H 0.44653 0.52697 2.06533 0.1 -0.7 0.1 0.051
H -1.21724 2.23104 0.22509 0.0 0.0 -0.7 0.115
H 1.05163 -1.87831 -1.61436 0.0 -0.2 -0.2 0.111
H 0.53794 -2.29298 0.00276 -0.2 -0.2 0.1 0.112
H -1.11170 -0.71217 -1.96180 0.4 0.0 -0.5 0.141
H 1.58130 -0.32588 0.81441 -0.1 0.3 0.3 0.092
H -1.95969 -0.76551 0.81672 0.5 -0.4 0.8 0.032
H 0.35157 1.22881 -1.51724 0.2 0.2 0.0 0.148
```
Positions in Å, forces in eV/Å.

Its energy above the lowest of the compared OMol25 structures with the same formula, charge and spin is 141.61 kcal per mole. The electronic energy is -272.4923 hartree. As for the LUMO energy: 0.60 eV.

# C7H10

A 2-piece molecular cluster, C7H10 overall (the ωB97M-V functional and the def2-TZVPD basis, OMol25).

Structure (XYZ):
```
17
Properties=species:S:1:pos:R:3:forces:R:3:lowdin_charge:R:1
C 0.88246 -1.09524 0.81406 0.0 -0.2 0.1 -0.081
C 1.56389 0.93990 0.24913 0.0 0.3 -0.1 -0.085
C -1.61108 0.83649 -0.79387 0.1 -0.1 0.0 0.013
C 0.27423 -0.85096 -0.57503 0.1 0.0 -0.1 -0.290
C 1.46940 0.03794 1.25210 -0.1 -0.1 -0.2 -0.035
C -1.16190 -0.39190 -0.55835 -0.1 0.1 0.0 -0.160
C 1.30421 0.24415 -1.07222 -0.1 0.1 0.0 -0.140
H 0.32827 -1.78189 -1.15811 0.0 0.1 0.1 0.133
H -1.79572 0.00123 2.99157 0.0 0.0 0.0 0.028
H 0.99138 -2.09498 1.22879 -0.1 0.2 0.0 0.097
H 2.18483 -0.26611 -1.48036 -0.1 0.1 0.1 0.114
H -2.66863 1.06905 -0.70788 0.1 -0.1 0.0 0.056
H 0.92524 0.91356 -1.85240 0.0 -0.1 0.1 0.099
H 1.59504 2.02286 0.35109 0.1 -0.2 0.0 0.095
H -0.95756 1.65885 -1.07369 -0.1 -0.1 0.0 0.054
H -1.87642 -1.16458 -0.27327 0.1 0.1 0.0 0.103
H -1.13358 -0.05158 2.65942 0.0 0.0 0.0 0.000
```
Positions in Å, forces in eV/Å.

Its energy above the lowest of the compared OMol25 structures with the same formula, charge and spin is 126.37 kcal per mole. The electronic energy is -272.5166 hartree. The structure (SMILES) is C=C[C@@H]1C=C=CC1.[H][H]. As for the LUMO energy (alpha / beta): -0.45 / -0.52 eV.

# C7H10

An isolated ion of composition C7H10 and charge +1 (the ωB97M-V functional and the def2-TZVPD basis, OMol25).

Structure (XYZ):
```
17
Properties=species:S:1:pos:R:3:forces:R:3:lowdin_charge:R:1
C -0.29749 0.99595 1.09052 1.2 0.1 -0.7 -0.086
C -0.25445 2.32189 1.23104 -1.6 0.4 0.8 0.102
C 0.30438 -1.03366 -0.26964 -0.5 -0.8 0.2 -0.241
C 0.37615 -1.94935 0.92059 1.8 1.0 0.3 -0.015
C -0.24954 0.30887 -0.21613 -0.3 -0.4 0.7 -0.188
C 0.83986 -1.39879 -1.47804 -0.4 0.6 -0.5 0.216
C -0.77659 0.89248 -1.35199 0.3 -0.6 -0.5 0.203
H 1.79326 -1.87932 -1.66773 -0.3 -0.7 0.4 0.117
H 0.84831 -2.90729 0.71796 -0.4 -0.1 -0.5 0.095
H -0.61298 -2.07612 1.35251 0.1 0.1 0.2 0.110
H -0.35981 3.10488 0.48977 0.4 -0.4 -0.5 0.082
H -0.44000 2.73780 2.21986 0.6 -0.2 0.1 0.088
H 1.12464 -1.51146 1.61110 -0.8 0.0 0.4 0.112
H -0.77671 1.94121 -1.60734 -0.5 0.1 0.4 0.106
H -1.19531 0.17517 -2.04741 0.1 0.4 -0.5 0.096
H -0.19223 0.35556 1.95773 -0.3 0.1 0.0 0.110
H 0.26853 -1.10453 -2.35405 0.6 0.5 -0.3 0.092
```
Positions in Å, forces in eV/Å.

Its energy above the lowest of the compared OMol25 structures with the same formula, charge and spin is 34.40 kcal per mole. As for the spin multiplicity: 2. The electronic energy is -272.3128 hartree. The net charge is +1. As for the LUMO energy (alpha / beta): -5.69 / -7.02 eV.

# C7H10AlBrFN3OP

C7H10AlBrFN3OP as an isolated structure (the ωB97M-V functional and the def2-TZVPD basis, OMol25).

Structure (XYZ):
```
25
Properties=species:S:1:pos:R:3:forces:R:3:lowdin_charge:R:1
Br -0.03725 1.82029 1.86946 0.4 -0.6 -0.2 1.113
P -1.47937 -0.06666 -1.12222 -1.5 1.4 1.7 1.206
Al -3.90929 -2.86981 -1.40077 -0.9 -2.4 0.1 1.325
F -1.69522 -0.27607 1.90848 0.5 0.3 -0.6 -0.004
O -2.99027 -0.63548 -0.63418 1.9 0.4 -1.5 -0.374
N 1.11327 -1.45027 3.29553 1.5 -1.4 1.6 0.303
N 2.51190 1.58572 -0.21502 1.5 -2.1 -0.2 0.190
N -0.62800 -3.25053 0.34430 -0.8 -3.0 0.0 0.275
C 2.37978 0.20202 0.26506 -0.7 1.4 -0.2 -0.188
C -1.65071 1.75236 -1.18181 -0.1 -0.1 -0.8 -0.165
C -0.43409 -2.14729 0.23565 0.8 4.7 0.0 -0.232
C -0.15883 -0.64065 0.13571 0.7 -2.4 -0.7 -0.417
C 0.38590 -0.96448 2.58052 -1.5 2.8 -2.8 -0.173
C 1.24268 -0.48537 -0.54773 0.6 -0.1 -0.5 -0.128
C -0.35768 -0.07227 1.59972 -1.4 -0.8 1.9 -0.741
H 3.34436 2.03862 0.19720 -0.7 0.5 0.3 0.161
H -0.71206 2.29463 -1.42254 -0.4 -0.5 0.3 0.084
H -3.43200 -1.03275 -1.44703 0.4 2.0 0.7 -0.150
H 1.11453 0.07757 -1.50439 0.2 -0.3 0.7 0.118
H 1.61017 -1.48338 -0.87433 -0.5 0.5 0.4 0.154
H 3.35782 -0.30581 0.02421 -0.5 0.0 0.3 0.197
H -2.12534 2.09936 -0.21960 0.3 -0.4 -0.4 0.098
H 2.67063 1.54052 -1.23258 -0.5 0.8 0.1 0.141
H 2.24617 0.28155 1.35895 0.3 -0.7 -0.5 0.102
H -2.36711 1.98819 -2.01260 0.3 -0.1 0.6 0.105
```
Positions in Å, forces in eV/Å.

Its energy above the lowest of the compared OMol25 structures with the same formula, charge and spin is 18.23 kcal per mole. The electronic energy is -3768.4609 hartree. The net charge is +3. As for the LUMO energy: -17.17 eV.

# C7H10CaO4

C7H10CaO4 as an isolated structure (the ωB97M-V functional and the def2-TZVPD basis, OMol25).

Structure (XYZ):
```
22
Properties=species:S:1:pos:R:3:forces:R:3:lowdin_charge:R:1
Ca 0.05723 0.65007 -1.77098 0.1 0.5 0.8 1.264
O 2.88822 -1.17912 -3.10947 -4.2 2.8 1.8 0.173
O -2.74992 -1.18523 -3.08472 3.6 2.4 1.3 0.182
O 0.07222 4.05844 -3.30033 0.1 -4.4 2.1 0.161
O 0.01714 -0.54513 0.07470 0.0 -0.3 0.2 -0.431
C -1.28991 -0.68614 0.76218 0.1 0.4 0.3 -0.213
C -1.83564 -0.57282 -2.75356 -4.4 -2.9 -1.7 0.025
C 1.24658 1.19139 1.24146 0.0 -0.1 0.5 -0.041
C 1.19000 -0.29637 0.93113 -0.4 0.1 -0.6 -0.210
C 1.98233 -0.56900 -2.72536 5.0 -3.3 -2.2 0.036
C -1.23261 -1.39004 2.10783 -0.4 -0.4 -0.2 -0.047
C 0.09115 3.01588 -2.80852 -0.1 4.9 -2.3 0.032
H 0.40107 1.47741 1.88470 0.3 0.1 -0.2 0.102
H 1.09873 -0.95659 1.79310 0.2 0.4 0.0 0.120
H 2.17325 1.42781 1.77360 -0.2 0.0 0.0 0.110
H 1.25136 1.84931 0.34232 0.0 -0.3 0.2 0.064
H -1.70064 0.33064 0.88976 0.1 -0.3 0.0 0.127
H -1.91004 -1.24272 0.04736 0.1 0.1 0.3 0.115
H -2.25052 -1.32743 2.52154 0.3 -0.1 -0.1 0.111
H 2.04590 -0.64970 0.34979 0.0 0.1 0.0 0.122
H -0.56372 -0.94808 2.85407 -0.2 0.1 -0.3 0.089
H -0.98216 -2.45261 1.97940 0.0 0.3 0.1 0.108
```
Positions in Å, forces in eV/Å.

Its energy above the lowest of the compared OMol25 structures with the same formula, charge and spin is 0.00 kcal per mole. The electronic energy is -1250.7049 hartree. The net charge is +2. As for the LUMO energy: -8.70 eV.